No. 1
Below is a molecular structure, C23H29NO8 in a non-equilibrium geometry, with properties calculated with ωB97M-V/def2-TZVPD.

Computed properties:
Orbital gap: 6.65 eV
Highest occupied orbital energy: -0.295 Eh
Multiplicity: 1

Geometry (Å):
C (-0.3007, 3.2665, -3.0762)
H (0.6313, 3.7351, -2.9899)
H (-1.1468, 4.0514, -2.5996)
H (-0.6177, 3.0624, -4.1781)
O (-0.6253, 2.2144, -2.4911)
C (0.4247, 1.0860, -2.6109)
O (1.4134, 1.1146, -3.4741)
C (0.0046, -0.0656, -1.6606)
C (0.8169, -1.1795, -1.8168)
N (0.8065, -2.1932, -1.0208)
C (-0.2352, -2.4605, 0.0484)
C (-1.1515, -1.4062, 0.1442)
C (-2.1272, -1.3284, 1.0195)
O (-2.1953, -2.4871, 1.9564)
O (-3.0019, -0.3831, 1.2192)
C (-3.7696, -0.5268, 2.2351)
H (-3.3812, -0.5897, 3.1485)
H (-4.5248, -1.2675, 1.9645)
H (-4.4987, 0.5252, 2.3928)
C (-0.8134, 0.0041, -0.4737)
C (-0.5620, 1.0897, 0.4114)
C (0.8455, 0.7838, 1.2116)
C (1.1538, 1.8212, 2.1725)
C (0.5070, 2.9430, 2.3917)
C (-1.1262, 3.1301, 1.6820)
C (-1.2698, 2.2963, 0.7661)
H (-2.1176, 2.5136, 0.0463)
O (-1.7973, 4.1942, 1.8612)
C (-1.3426, 5.2882, 2.5532)
H (-1.4424, 5.0899, 3.6528)
H (-0.5847, 5.7573, 2.4657)
H (-2.3774, 6.0503, 2.3036)
O (0.7990, 3.9930, 3.2879)
C (0.9190, 3.6228, 4.4605)
H (1.6840, 2.8016, 4.6332)
H (1.1530, 4.3678, 5.3346)
H (-0.2320, 3.2244, 4.9117)
O (2.5542, 1.7756, 2.8672)
C (3.1750, 0.6917, 2.5264)
H (2.7760, -0.4021, 2.8215)
H (3.6429, 0.8140, 1.4844)
H (4.2658, 0.7207, 3.1804)
H (1.3614, 0.0122, 0.8777)
H (-1.8036, 0.4048, -1.0770)
H (-0.3764, -3.3336, 0.4441)
C (1.5526, -3.2738, -1.2703)
H (2.5213, -3.0369, -1.8910)
H (1.9424, -3.7334, -0.4003)
C (0.6158, -4.4867, -2.0680)
H (-0.0990, -4.8937, -1.5422)
O (1.4512, -5.6444, -2.2719)
C (1.7545, -5.7873, -3.6525)
C (0.5145, -5.0153, -4.3022)
H (1.0151, -4.7573, -5.4328)
H (-0.0807, -5.7029, -4.3957)
C (0.5108, -3.9857, -3.3506)
H (-0.7381, -3.6209, -3.6343)
H (1.0271, -3.1722, -3.8200)
H (1.9244, -6.8850, -3.7861)
H (3.0228, -5.1669, -3.7542)
H (1.6029, -1.0282, -2.5881)

Forces on the atoms, in the same order (eV/Å):
-4.31 7.62 -5.03
1.74 0.17 0.29
2.24 -1.20 -1.63
1.00 1.49 0.99
2.51 -10.67 4.89
0.93 0.27 -2.36
-5.62 0.20 4.93
4.61 -0.52 -2.65
-0.54 5.53 -2.05
-3.52 -1.55 5.12
-0.17 9.46 -5.53
6.41 1.09 -4.07
-4.54 -8.44 10.32
0.08 6.19 -4.95
5.08 1.33 -5.46
-9.12 3.01 1.38
2.10 -1.04 3.45
0.03 -0.37 0.91
2.14 -2.59 -0.89
-6.18 0.50 -3.97
7.23 0.98 6.60
-8.33 6.90 -0.39
4.65 -2.59 -0.30
-6.44 3.47 -0.16
9.41 1.76 6.22
-3.18 -6.42 -7.95
0.59 -0.41 0.86
-1.22 0.73 -1.02
-14.70 -1.88 3.98
0.01 0.11 -0.74
10.17 5.17 -2.67
3.41 -1.63 0.96
0.10 1.45 -9.07
-1.19 -3.95 11.95
-1.09 0.67 -0.09
-0.20 -0.37 -2.33
2.82 0.48 -0.93
-5.97 2.78 -0.22
7.01 -4.42 0.39
0.29 2.47 -0.97
-1.06 -1.02 0.85
-2.83 -0.19 -1.46
2.53 -3.31 -0.90
1.12 -1.13 1.87
-0.18 -5.04 2.26
2.77 -5.28 -2.83
-2.13 -0.50 0.75
0.24 -0.43 1.17
8.46 1.95 1.41
-4.50 -0.93 2.78
0.43 -0.65 0.44
3.31 1.00 1.00
12.36 2.34 -4.61
-2.02 -0.25 2.96
-7.37 -6.63 -0.80
-8.80 5.29 -4.91
3.15 -0.11 1.46
0.86 0.66 1.04
-0.23 1.06 -0.43
-3.80 -1.71 -0.40
-0.55 -0.90 0.54

***

No. 2
Below is C2H6O2Si in the gas phase in a non-equilibrium geometry, with properties calculated with ωB97M-V/def2-TZVPD.

Computed properties:
Orbital gap: 8.91 eV
Highest occupied orbital energy: -0.310 Eh
Multiplicity: 1

Geometry (Å):
C (0.5715, 0.9630, -1.5701)
C (-1.2851, -0.8082, 0.8423)
O (1.1187, -0.4459, -1.4038)
O (1.1347, 0.0845, 1.4162)
Si (0.3236, -0.2161, 0.0186)
H (1.2247, 1.7647, -1.3780)
H (-0.2542, 1.1029, -2.2266)
H (-2.1147, 0.0239, 0.5813)
H (-1.6918, -1.7359, 0.5095)
H (-1.0703, -0.7451, 1.9263)
H (2.0430, 0.0123, 1.2843)

Forces on the atoms, in the same order (eV/Å):
-1.60 -2.22 3.89
-1.03 2.68 -0.96
0.32 -0.39 -0.30
-1.47 -0.31 -0.23
-1.43 2.69 -1.20
1.19 0.57 -0.36
-0.12 -0.26 -0.84
1.87 -1.83 0.61
-0.20 -0.76 0.02
-0.27 -0.32 -0.67
2.74 0.14 0.04

***

No. 3
Below is 2 unconnected molecules or ions with the total composition C6H16S in a non-equilibrium geometry, with properties calculated with ωB97M-V/def2-TZVPD.

Computed properties:
Orbital gap: 9.25 eV
Highest occupied orbital energy: -0.307 Eh
Multiplicity: 1

Geometry (Å):
C (-2.9771, -0.2679, -0.4266)
C (-2.4332, 0.1809, -1.8305)
C (-1.7041, -2.5231, 1.1042)
S (-2.7834, -2.0576, -0.3175)
H (-2.4156, 0.1932, 0.3796)
H (-4.0109, 0.0559, -0.4832)
H (-2.6203, -0.6113, -2.5480)
H (-1.4195, 0.5414, -1.6622)
H (-1.0511, -3.2737, 0.6847)
H (-1.1430, -1.6680, 1.4745)
H (-2.2807, -2.8170, 1.9791)
H (-2.9605, 1.0607, -2.2202)
C (3.0633, 0.8017, 0.6636)
C (2.5282, 0.4216, -0.7416)
C (2.0968, 1.8059, 1.3091)
H (3.4195, -0.0689, 1.2029)
H (3.9578, 1.3956, 0.4422)
H (2.8212, -0.6028, -0.9990)
H (2.4176, 1.9985, 2.3327)
H (1.9746, 2.6906, 0.6963)
H (2.9532, 1.0082, -1.5560)
H (1.4548, 0.3925, -0.8911)
H (1.1126, 1.3437, 1.4069)

Forces on the atoms, in the same order (eV/Å):
0.53 0.43 -1.50
-0.33 0.80 1.14
-0.70 1.26 -0.08
-0.17 -0.77 0.25
-0.25 0.23 0.10
-0.31 -0.41 0.95
0.69 -0.08 -0.12
0.36 -0.68 -0.72
0.15 -0.25 0.36
0.36 0.12 -0.41
-0.10 -0.56 -0.27
-0.19 -0.07 0.31
-0.11 1.56 -1.99
0.65 -1.27 -0.33
-0.05 -1.61 0.87
-0.58 0.01 0.51
0.23 -0.28 0.26
0.14 0.01 0.09
0.02 0.60 -0.07
0.24 0.23 0.07
-0.06 0.36 0.19
-0.35 0.36 0.45
-0.14 0.03 -0.05

***

No. 4
Below is C22H21NO3 in the gas phase in a non-equilibrium geometry, with properties calculated with ωB97M-V/def2-TZVPD.

Computed properties:
Orbital gap: 7.73 eV
Highest occupied orbital energy: -0.305 Eh
Multiplicity: 1

Geometry (Å):
C (-6.3219, -0.7441, 1.2952)
H (-5.8926, -1.5602, 1.8712)
H (-6.1392, 0.1880, 1.8249)
H (-7.3943, -0.8997, 1.2156)
C (-5.6980, -0.7054, -0.0968)
N (-4.2718, -0.4872, -0.0378)
C (-3.3641, -1.4938, -0.0782)
O (-3.5968, -2.6793, -0.1777)
C (-1.9557, -0.8787, 0.0208)
C (-2.2703, 0.5505, 0.3668)
C (-1.4499, 1.6006, 0.7068)
C (-2.0280, 2.8472, 0.9157)
C (-3.3924, 3.0278, 0.7728)
C (-4.2298, 1.9694, 0.4453)
C (-3.6530, 0.7299, 0.2542)
H (-5.2928, 2.1213, 0.3436)
H (-3.8199, 4.0077, 0.9245)
H (-1.4030, 3.6846, 1.1850)
H (-0.3866, 1.4552, 0.8144)
O (-1.1918, -1.5524, 0.9887)
H (-1.4719, -2.4793, 0.9754)
C (-1.3330, -0.9900, -1.4050)
C (-0.4089, 0.1674, -1.7509)
O (-0.8228, 1.0881, -2.4308)
C (0.9711, 0.1462, -1.2794)
C (1.4900, -0.7174, -0.3863)
C (2.8441, -0.7256, 0.0938)
C (3.8697, -0.0414, -0.4476)
C (5.2450, -0.0425, 0.0033)
C (5.6782, -0.7149, 1.1508)
C (7.0047, -0.6801, 1.5306)
C (7.9324, 0.0238, 0.7785)
C (7.5208, 0.6986, -0.3595)
C (6.1946, 0.6667, -0.7409)
H (5.8799, 1.1951, -1.6298)
H (8.2377, 1.2508, -0.9494)
H (8.9693, 0.0469, 1.0789)
H (7.3208, -1.2052, 2.4203)
H (4.9723, -1.2653, 1.7532)
H (3.6841, 0.5651, -1.3247)
H (3.0210, -1.3662, 0.9466)
H (0.8414, -1.4534, 0.0670)
H (1.5735, 0.9434, -1.6945)
H (-0.8169, -1.9472, -1.4805)
H (-2.1454, -0.9694, -2.1356)
H (-6.1465, 0.0872, -0.7019)
H (-5.8464, -1.6656, -0.5977)

Forces on the atoms, in the same order (eV/Å):
0.10 0.01 -0.21
0.02 -0.07 0.06
-0.03 0.07 0.08
-0.12 0.00 0.04
-0.24 -0.13 0.13
-0.23 -0.06 -0.21
0.20 -0.14 0.08
0.06 -0.13 0.05
-0.09 0.07 -0.45
-0.22 -0.13 0.19
-0.21 -0.10 0.03
0.08 0.17 0.05
0.09 0.05 0.02
-0.12 -0.21 -0.10
0.54 0.40 0.18
-0.13 0.00 0.01
-0.03 0.08 0.02
0.05 0.09 0.02
0.12 0.01 0.00
0.02 -0.07 0.28
-0.04 0.01 -0.04
-0.18 0.14 0.08
-0.41 -0.26 -0.27
0.14 -0.13 0.07
0.61 -0.07 0.29
-0.79 0.32 -0.55
1.00 0.28 -0.01
-0.85 -0.34 0.11
0.68 0.07 0.17
-0.09 0.07 -0.12
0.03 -0.05 0.06
0.04 0.05 -0.06
0.19 0.00 0.05
-0.25 -0.12 0.09
-0.05 0.04 -0.08
0.05 0.04 -0.04
0.08 0.01 0.02
0.01 -0.04 0.06
-0.07 -0.05 0.06
-0.07 0.05 -0.11
0.09 -0.03 0.08
-0.11 -0.07 -0.08
0.05 0.10 -0.01
-0.08 -0.05 0.01
0.14 0.04 -0.03
0.04 -0.10 -0.03
0.00 0.18 -0.02

***

No. 5
Below is C6H9N in the gas phase, with properties calculated with ωB97M-V/def2-TZVPD.

Computed properties:
Orbital gap: 10.46 eV
Highest occupied orbital energy: -0.347 Eh
Multiplicity: 1

Geometry (Å):
C (-1.0406, 1.4384, -0.4626)
C (-0.5292, 0.0697, -0.0227)
C (0.5142, -0.5650, -0.9512)
C (1.8743, -0.6099, -0.3900)
C (2.9979, -0.7159, 0.0310)
C (-0.5040, -0.4190, 1.3784)
N (-1.5708, -0.8459, 0.4627)
H (-0.3471, 1.9329, -1.1517)
H (-1.2593, 2.1300, 0.3594)
H (-1.9745, 1.2753, -1.0175)
H (0.5538, -0.0298, -1.9071)
H (0.1968, -1.5904, -1.1673)
H (4.0062, -0.8136, 0.3749)
H (0.2034, -1.2208, 1.6027)
H (-0.7310, 0.2245, 2.2294)
H (-2.3899, -0.2606, 0.6317)

Forces on the atoms, in the same order (eV/Å):
0.02 -0.01 0.03
0.24 0.15 0.00
0.00 -0.11 -0.07
0.37 -0.10 0.01
-0.34 0.08 -0.16
0.13 0.01 0.21
-0.18 0.11 -0.05
-0.04 -0.06 0.27
0.09 -0.24 -0.03
0.16 0.13 0.01
-0.07 -0.11 0.11
0.04 0.08 0.02
-0.28 0.06 -0.03
-0.14 0.31 0.01
-0.05 0.00 -0.35
0.02 -0.31 0.03

***

No. 6
Below is C3H8N2 in the gas phase in a non-equilibrium geometry, with properties calculated with ωB97M-V/def2-TZVPD.

Computed properties:
Orbital gap: 10.05 eV
Highest occupied orbital energy: -0.328 Eh
Multiplicity: 1

Geometry (Å):
C (-2.4955, -0.3198, -0.3289)
C (-1.1592, 0.5300, 0.2521)
C (0.1337, -0.2664, 0.3907)
H (-3.3397, 0.4296, -0.4499)
H (-2.6910, -1.2096, 0.5559)
H (-2.2698, -0.9207, -1.1547)
H (-0.7681, 1.3100, -0.5775)
H (-1.2391, 1.3535, 1.1961)
H (0.3219, -1.0555, 1.2549)
H (2.7702, -1.1984, -0.1672)
H (2.8285, 0.4825, -0.9335)
N (1.1367, 0.2808, -0.1730)
N (2.5080, -0.1170, -0.0568)

Forces on the atoms, in the same order (eV/Å):
0.86 0.63 5.68
0.10 2.40 -1.48
1.13 -0.35 2.48
0.91 -1.41 0.13
-0.04 2.76 -2.31
0.49 -0.25 -1.58
-1.39 -1.72 1.52
-0.52 -2.85 -2.16
-0.69 1.06 -1.97
-1.20 2.99 0.11
0.09 -2.36 2.50
0.23 -0.90 -0.28
0.03 0.00 -2.65

***

No. 7
Below is a gas-phase ion, C10H15N2O (charge +1) in a non-equilibrium geometry, with properties calculated with ωB97M-V/def2-TZVPD.

Computed properties:
Orbital gap (spin up / spin down): 7.42 / 7.42 eV
Highest occupied orbital energy (spin up / spin down): -0.466 / -0.466 Eh
Multiplicity: 1
Net charge: +1

Geometry (Å):
C (-2.3337, -2.2253, -0.2301)
C (-1.3684, -1.0286, -0.2222)
C (-1.6657, -3.3008, -0.6478)
C (-0.1470, -1.7137, -0.8782)
C (0.9737, -1.1033, -1.5028)
C (1.2435, 0.2034, 0.5377)
C (-0.1237, 0.8322, 0.8287)
C (-0.4250, 1.9646, -0.1730)
C (0.0279, 1.4283, 2.2193)
C (2.5753, 0.6782, -1.6161)
N (1.5572, -0.1519, -0.9016)
N (-1.2231, -0.1355, 0.8490)
O (-0.3135, -2.9965, -0.9159)
H (-3.3182, -2.2350, 0.1694)
H (-1.7890, -0.4281, -1.1674)
H (-1.8275, -4.4002, -0.5886)
H (2.0568, 0.8304, 0.7556)
H (1.2619, -0.8089, 1.0580)
H (-0.6912, 1.7889, -1.2050)
H (0.2846, 2.7756, -0.0099)
H (-1.3180, 2.5490, 0.1964)
H (0.2986, 0.6290, 3.0325)
H (-0.8228, 2.0430, 2.6001)
H (0.9178, 2.1195, 2.2337)
H (2.1505, 0.8822, -2.6844)
H (2.7887, 1.6130, -1.0813)
H (3.2937, -0.0653, -1.8368)
H (-2.0636, 0.2558, 1.1807)

Forces on the atoms, in the same order (eV/Å):
1.63 -0.39 0.69
-1.60 0.14 -4.86
-0.27 -0.63 1.47
0.29 0.54 1.24
-1.47 -0.10 0.40
-0.49 -3.09 -0.60
-0.44 0.86 -0.97
-1.29 1.93 1.68
1.33 -0.03 2.26
-2.50 0.03 -2.14
-0.41 0.94 0.37
2.21 -1.33 1.04
0.04 0.09 -0.88
-0.61 0.15 0.00
0.64 -0.88 1.00
-0.19 1.24 -0.48
0.73 0.83 1.20
0.42 1.50 -0.17
0.61 -0.54 -0.33
0.64 -0.20 -0.75
0.38 -0.95 -0.12
-0.75 1.27 -1.62
0.37 -0.72 -0.55
-0.90 -0.52 -0.12
0.52 0.03 2.02
0.35 -0.69 -0.23
1.79 0.09 0.22
-1.05 0.42 0.24